Record 1
ORCA calculation (ωB97M-V with the def2-TZVPD basis set) on C24H30N5OSY as an isolated structure.

XYZ file:
```
62
Properties=species:S:1:pos:R:3
Y 0.117 -0.126 -0.597
C -3.814 -3.229 -0.079
N -3.851 -1.828 -0.529
C -4.904 -0.962 -0.285
C -4.609 0.209 -0.874
N -3.347 0.058 -1.446
C -2.903 -1.212 -1.244
S -1.456 -1.951 -1.813
C -2.711 1.056 -2.241
C -3.433 1.732 -3.202
C -2.778 2.715 -3.931
C -1.439 2.973 -3.682
C -0.807 2.238 -2.698
N -1.428 1.293 -1.980
H -4.492 -3.316 0.764
H -2.801 -3.463 0.234
H -4.131 -3.884 -0.886
H -5.760 -1.269 0.290
H -5.130 1.150 -0.907
H -4.469 1.488 -3.387
H -3.311 3.268 -4.694
H -0.892 3.729 -4.226
H 0.238 2.418 -2.464
N 2.696 -0.534 -2.795
C 4.031 -0.469 -2.879
C 4.488 0.165 -1.742
C 3.341 0.454 -1.013
N 2.240 0.030 -1.650
H 2.057 -0.924 -3.467
H 4.547 -0.873 -3.735
H 5.510 0.384 -1.486
H 3.250 0.928 -0.043
C 0.652 -3.114 2.750
C 1.726 -2.598 1.796
C 1.351 -2.891 0.345
C 2.071 -1.142 2.051
C 3.351 -0.837 2.513
C 3.720 0.464 2.812
C 2.802 1.491 2.670
C 1.506 1.245 2.213
C 0.544 2.413 2.114
C -0.710 2.258 2.968
C 0.216 2.750 0.664
C 1.171 -0.079 1.904
O -0.102 -0.335 1.329
H 0.474 -4.178 2.587
H -0.290 -2.583 2.601
H 0.948 -2.980 3.791
H 2.649 -3.146 1.996
H 0.323 -2.565 0.153
H 1.322 -3.961 0.136
H 2.059 -2.449 -0.366
H 4.057 -1.647 2.648
H 4.717 0.673 3.175
H 3.080 2.505 2.929
H 1.098 3.273 2.498
H -1.325 1.421 2.638
H -1.312 3.167 2.928
H -0.447 2.083 4.011
H -0.486 2.016 0.242
H 1.117 2.813 0.044
H -0.334 3.686 0.547
```

## Properties
HOMO level	-13.955	eV
HOMO-LUMO gap	8.1	eV
total charge	+2

***

Record 2
ORCA calculation (ωB97M-V with the def2-TZVPD basis set) on a 2-piece molecular cluster, C24H30O10S overall.

XYZ file:
```
65
Properties=species:S:1:pos:R:3
C 0.666 -2.031 2.336
C -0.048 -0.916 2.429
C -0.597 -0.167 1.281
C 0.125 0.703 0.556
O 1.416 0.941 0.814
C 2.356 0.562 -0.229
C 3.360 -0.487 0.242
C 3.691 -1.401 -0.937
C 2.526 -2.323 -1.317
C -0.536 1.419 -0.590
O 0.080 1.729 -1.566
C -2.002 1.662 -0.453
C -2.744 0.742 0.289
C -4.122 0.836 0.431
C -4.782 1.893 -0.195
O -6.147 1.996 -0.093
C -6.819 1.035 -0.896
C -8.323 1.153 -0.702
C -8.677 0.898 0.755
O -8.792 2.426 -1.119
C -4.060 2.844 -0.899
C -2.669 2.749 -1.034
S -1.854 4.055 -1.960
C -2.885 5.495 -1.671
O -1.934 3.707 -3.350
O -0.572 4.379 -1.413
C -2.030 -0.382 0.965
O -2.589 -1.401 1.270
H 0.591 -2.668 1.468
H 1.293 -2.313 3.169
H -0.303 -0.518 3.406
H 2.842 1.457 -0.604
H 1.796 0.153 -1.064
H 3.017 -1.036 1.113
H 4.283 0.037 0.478
H 4.550 -2.022 -0.689
H 3.996 -0.823 -1.808
H 1.941 -2.593 -0.440
H 2.846 -3.207 -1.860
H 1.833 -1.801 -1.978
H -4.682 0.104 0.992
H -6.540 1.152 -1.946
H -6.538 0.013 -0.618
H -8.743 0.355 -1.319
H -7.834 1.057 1.420
H -9.477 1.556 1.083
H -8.998 -0.130 0.902
H -8.891 2.390 -2.074
H -4.575 3.664 -1.376
H -3.430 5.350 -0.745
H -3.531 5.689 -2.517
H -2.189 6.306 -1.492
C 7.811 -5.082 1.038
C 8.189 -3.681 0.630
C 8.854 -2.854 1.706
O 8.508 -1.520 1.312
C 7.338 -1.588 0.628
O 6.680 -0.652 0.317
O 7.025 -2.880 0.353
H 7.294 -5.590 0.225
H 8.701 -5.656 1.296
H 7.136 -5.067 1.894
H 8.800 -3.701 -0.277
H 9.934 -2.975 1.738
H 8.436 -3.042 2.698
```

## Properties
HOMO level	-9.270	eV
HOMO-LUMO gap	8.5	eV
SMILES	C=CC1=C(OCCCC)C(=O)c2c(cc(OC[C@@H](C)O)cc2S(C)(=O)=O)C1=O.C[C@@H]1COC(=O)O1
total charge	0

***

Record 3
ORCA calculation (ωB97M-V with the def2-TZVPD basis set) on C24H30P3Pt as an isolated structure.

XYZ file:
```
58
Properties=species:S:1:pos:R:3
Pt 0.979 0.144 0.878
C 4.811 -0.508 1.808
P 3.395 0.143 0.866
C 3.740 -0.460 -0.827
C 3.851 1.926 0.717
C 2.825 2.720 -0.078
P 1.152 2.456 0.627
C 1.194 3.453 2.156
C 0.089 3.447 -0.459
H 5.729 -0.192 1.315
H 4.765 -1.597 1.832
H 4.793 -0.143 2.833
H 4.693 -0.066 -1.183
H 2.934 -0.146 -1.489
H 3.780 -1.549 -0.835
H 4.838 1.983 0.252
H 3.940 2.336 1.726
H 2.802 2.386 -1.119
H 3.067 3.785 -0.074
H 1.483 4.480 1.927
H 1.897 3.027 2.870
H 0.204 3.454 2.611
H 0.459 4.471 -0.492
H -0.930 3.447 -0.073
H 0.074 3.023 -1.464
C -1.076 0.876 -3.958
C -0.237 -0.116 -3.470
C -0.361 -0.565 -2.161
C -1.329 -0.014 -1.323
C -2.154 0.998 -1.816
C -2.036 1.434 -3.127
P -1.513 -0.447 0.459
C -3.301 -0.734 0.641
C -3.926 -0.404 1.841
C -5.279 -0.655 2.010
C -6.008 -1.230 0.980
C -5.382 -1.563 -0.215
C -4.031 -1.316 -0.392
C -0.720 -2.070 0.619
C -1.291 -3.334 0.673
C -0.445 -4.432 0.741
C 0.933 -4.257 0.792
C 1.493 -2.983 0.782
C 0.661 -1.869 0.724
H -0.991 1.203 -4.986
H 0.512 -0.557 -4.115
H 0.264 -1.378 -1.816
H -2.897 1.444 -1.163
H -2.689 2.213 -3.498
H -3.352 0.050 2.640
H -5.762 -0.404 2.945
H -7.065 -1.422 1.107
H -5.949 -2.024 -1.013
H -3.550 -1.576 -1.326
H -2.366 -3.463 0.638
H -0.864 -5.430 0.743
H 1.580 -5.123 0.860
H 2.568 -2.874 0.857
```

## Properties
HOMO level	-10.942	eV
HOMO-LUMO gap	7.5	eV
ΔE to the lowest compared entry with this formula, charge and spin	77.78	kJ/mol
total charge	+1

***

Record 4
ORCA calculation (ωB97M-V with the def2-TZVPD basis set) on C24H31As2N4O8PbS as an isolated structure.

XYZ file:
```
71
Properties=species:S:1:pos:R:3
Pb -2.867 -0.119 0.360
C -2.092 -5.203 4.424
C -1.146 -4.539 3.436
N -1.150 -3.081 3.628
C -1.433 -2.147 2.754
S -1.714 -2.471 1.110
N -1.424 -0.893 3.385
N -1.896 0.104 2.684
C -1.902 1.269 3.336
C -1.517 1.408 4.764
C -2.324 2.453 2.572
C -2.211 3.724 3.109
C -2.663 4.811 2.368
C -3.226 4.589 1.128
C -3.289 3.281 0.650
N -2.841 2.245 1.345
H -2.022 -6.283 4.310
H -1.829 -4.962 5.456
H -3.125 -4.904 4.244
H -0.120 -4.879 3.587
H -1.423 -4.743 2.407
H -1.002 -2.750 4.577
H -1.523 0.454 5.276
H -0.504 1.820 4.829
H -2.185 2.103 5.270
H -1.780 3.876 4.088
H -2.588 5.813 2.769
H -3.615 5.402 0.531
H -3.714 3.068 -0.325
C -3.261 0.171 -4.963
O -1.898 0.017 -4.459
C -1.668 0.341 -3.226
O -2.489 0.758 -2.425
C -0.250 0.134 -2.737
C 0.816 -0.280 -3.412
As 2.619 -0.517 -2.730
C 2.945 -2.414 -2.725
C 2.668 0.042 -0.860
C 1.582 0.383 -0.172
As -0.234 0.717 -0.848
C -0.114 2.628 -1.171
C 1.503 0.685 1.312
O 0.604 1.405 1.703
O 2.345 0.033 2.057
C 2.372 0.341 3.474
C 4.122 0.151 -0.414
O 4.537 0.706 0.552
O 4.880 -0.361 -1.395
C 6.324 -0.218 -1.220
C 1.141 -0.547 -4.872
O 2.355 -0.627 -5.072
O 0.224 -0.740 -5.747
C 0.654 -0.998 -7.130
H -3.332 -0.511 -5.801
H -3.388 1.200 -5.288
H -3.977 -0.076 -4.187
H 2.885 -2.781 -3.745
H 2.180 -2.868 -2.096
H 3.934 -2.594 -2.316
H 0.735 2.843 -1.817
H 0.011 3.122 -0.211
H -1.036 2.947 -1.651
H 3.329 -0.026 3.824
H 1.554 -0.181 3.966
H 2.289 1.414 3.620
H 6.767 -0.661 -2.103
H 6.625 -0.742 -0.318
H 6.568 0.838 -1.143
H -0.202 -0.735 -7.739
H 0.887 -2.055 -7.218
H 1.518 -0.387 -7.368
```

## Properties
HOMO level (alpha / beta)	-16.758 / -16.625	eV
HOMO-LUMO gap (alpha / beta)	6.3 / 6.2	eV
total charge	+3

***

| no. | E_tot (a.u.) | F_max (eV Å⁻¹) |
| --- | --- | --- |
| 1 | -1717.7183 | 2.1 |
| 2 | -2083.0162 | 1.3 |
| 3 | -2075.7625 | 2.0 |
| 4 | -6815.6758 | 0.5 |